No. 1
Entry from OMol25: 2 unconnected molecules or ions with the total composition C3H3O3 at a distorted geometry (ωB97M-V with the def2-TZVPD basis set).

CARTESIAN COORDINATES (ANGSTROEM)
O 3.213410 -0.513043 0.052250
O -0.048171 0.995871 0.132684
O -1.957372 -0.224156 -0.093353
C 0.877251 0.114338 -0.216664
C -1.304713 0.846209 0.149214
C 2.128942 -0.154520 0.038949
H 0.395059 -1.780052 -0.149310
H -1.420674 -1.015457 -0.336243
H -1.883728 1.730814 0.422472

Forces on the atoms, in the same order (eV/Å):
0.13 0.15 0.16
0.09 1.12 0.73
0.44 0.25 -0.05
-1.69 -5.03 -0.95
-0.77 -0.37 0.01
0.67 0.17 0.20
0.90 3.55 -0.08
0.05 0.36 0.07
0.18 -0.20 -0.09

- E_LUMO (alpha / beta) (eV) = -6.902 / -6.894
- orbital gap (alpha / beta) (eV) = 7.94 / 7.95
- ΔE to the lowest compared entry with this formula, charge and spin (kcal per mole) = 112.5
- HOMO (alpha / beta) (eV) = -14.8425 / -14.8467
- E (Eh) = -341.32927
- net charge = +1

***

No. 2
Entry from OMol25: a molecular structure, C3H3O3P at a distorted geometry (ωB97M-V with the def2-TZVPD basis set).

CARTESIAN COORDINATES (ANGSTROEM)
P -0.495566 -0.471642 -1.721357
O 1.194118 0.308212 2.758766
O 1.236582 -0.272140 0.552380
O 0.616113 0.658243 -2.032093
C -0.304599 -0.397242 0.045858
C 0.684730 -0.032448 1.758631
C -0.677664 -0.408657 1.330857
H -1.730237 0.382500 -1.435267
H 1.115688 0.482428 -2.895064
H -1.639165 -0.249254 1.637289

Forces on the atoms, in the same order (eV/Å):
-1.99 0.62 0.32
0.70 0.55 0.86
-0.81 0.25 -1.88
1.33 0.24 -2.24
3.62 -0.59 2.75
-0.64 -1.31 0.02
-0.06 0.76 -2.25
1.14 -0.84 -0.87
-1.11 0.28 1.89
-2.18 0.03 1.40

- E_LUMO (eV) = -0.429
- orbital gap (eV) = 9.34
- ΔE to the lowest compared entry with this formula, charge and spin (kcal per mole) = 66.8
- HOMO (eV) = -9.7710
- E (Eh) = -683.09584

***

No. 3
Entry from OMol25: a molecular structure, C3H3O3S2 at a distorted geometry (ωB97M-V with the def2-TZVPD basis set).

CARTESIAN COORDINATES (ANGSTROEM)
S 0.378949 -2.435892 0.273147
S -1.136113 -0.332213 1.698952
O -1.091670 1.553339 -0.848506
O 1.207474 1.380248 0.314145
O -0.355127 0.135625 -2.434029
C 0.872001 0.096902 -0.131789
C -0.473824 0.709326 -1.402178
C 0.139403 -0.840885 0.577860
H 0.482546 1.612561 0.912592
H 1.629330 -0.312733 -0.868470
H -1.652969 -1.566279 1.908276

Forces on the atoms, in the same order (eV/Å):
-0.09 -1.58 -0.20
-0.11 0.18 0.23
-0.91 1.44 0.92
0.12 -0.36 1.04
0.39 -0.72 -1.23
1.04 0.75 -1.89
0.08 -1.06 0.00
-0.22 0.03 0.20
0.16 0.46 -0.23
-0.88 0.57 1.30
0.41 0.29 -0.13

- E_LUMO (eV) = 3.176
- orbital gap (eV) = 6.65
- ΔE to the lowest compared entry with this formula, charge and spin (kcal per mole) = 6.7
- HOMO (eV) = -3.4768
- E (Eh) = -1138.25093
- net charge = -1

***

No. 4
Entry from OMol25: a gas-phase ion, C3H3O4 (charge -1) at a distorted geometry (ωB97M-V with the def2-TZVPD basis set).

CARTESIAN COORDINATES (ANGSTROEM)
O 2.277637 -0.488045 -0.425993
O 0.681475 -2.053198 -0.095862
O -0.603723 0.742879 -1.573665
O 0.494202 1.405424 -1.106756
C -0.842830 0.336607 0.818359
C 1.107908 -0.899423 -0.355989
C 0.059764 0.240206 -0.496764
H -1.525930 -0.400247 0.520532
H -1.329786 1.256327 1.046928
H -0.318721 -0.140534 1.669210

Forces on the atoms, in the same order (eV/Å):
-0.15 -0.01 0.05
-0.27 0.81 -0.20
-3.54 -2.30 -2.81
3.02 2.44 1.60
2.61 -1.16 -1.00
0.30 -0.93 -0.43
-0.21 0.70 3.27
-1.62 -1.04 -0.06
-0.05 0.82 -0.11
-0.11 0.67 -0.33

- E_LUMO (eV) = 4.150
- orbital gap (eV) = 8.66
- ΔE to the lowest compared entry with this formula, charge and spin (kcal per mole) = 76.0
- HOMO (eV) = -4.5136
- SMILES = CC1(C(=O)[O-])OO1
- E (Eh) = -417.00767
- net charge = -1

***

No. 5
Entry from OMol25: a molecular structure, C3H3O4Rh at a distorted geometry (ωB97M-V with the def2-TZVPD basis set).

CARTESIAN COORDINATES (ANGSTROEM)
Rh 0.521403 2.068948 0.493285
O 1.437749 0.819581 -0.982342
O -2.654459 -0.188196 0.220708
O -1.622950 1.822193 -0.090025
O -0.239032 0.205483 0.922528
C 1.341329 -0.374186 -0.740775
C -1.835066 0.670522 0.257586
C 0.418218 -0.866104 0.333584
H 1.896376 -1.118627 -1.339388
H -0.284407 -1.586635 -0.128016
H 1.020843 -1.452977 1.052859

Forces on the atoms, in the same order (eV/Å):
-0.53 -0.12 -0.51
0.25 5.74 -0.77
2.52 1.43 0.65
1.50 0.81 0.59
0.06 -0.22 0.43
1.13 -4.94 -0.49
-3.33 -2.07 -1.18
-1.19 -1.63 0.54
-0.21 0.12 0.27
-0.13 0.35 0.35
-0.06 0.52 0.11

- E_LUMO (alpha / beta) (eV) = -6.185 / -8.914
- orbital gap (alpha / beta) (eV) = 5.31 / 7.13
- 2S+1 = 6
- HOMO (alpha / beta) (eV) = -11.4910 / -16.0476
- E (Eh) = -527.07044
- net charge = +1

***

No. 6
Entry from OMol25: a single C3H3OP molecule at a distorted geometry (ωB97M-V with the def2-TZVPD basis set).

CARTESIAN COORDINATES (ANGSTROEM)
P 1.859157 -0.460641 0.023002
O 1.216505 1.080365 0.089785
C -0.124653 1.111723 -0.020173
C 0.297028 -1.177292 0.051424
C -0.775062 -0.068154 0.066622
H -0.703080 2.079747 -0.145615
H -1.738163 -0.418125 0.003771
H -0.031734 -2.147626 -0.068813

Forces on the atoms, in the same order (eV/Å):
-1.50 -0.71 0.35
-0.45 0.29 -0.68
-2.16 1.07 0.49
-0.26 4.41 0.05
5.33 -2.27 -0.44
1.53 -0.97 0.33
-2.28 0.22 -0.11
-0.21 -2.04 0.00

- E_LUMO (eV) = 0.599
- orbital gap (eV) = 9.37
- ΔE to the lowest compared entry with this formula, charge and spin (kcal per mole) = 6.9
- HOMO (eV) = -8.7721
- SMILES = c1copc1
- E (Eh) = -532.67121

***

No. 7
Entry from OMol25: a gas-phase ion, C3H3OS (charge +1) at a distorted geometry (ωB97M-V with the def2-TZVPD basis set).

CARTESIAN COORDINATES (ANGSTROEM)
S 1.410378 0.143482 -1.162270
O 0.160649 -0.882103 -1.300668
C 0.799805 0.787788 0.259303
C -0.399468 0.177235 0.612446
C -0.716319 -0.777839 -0.326098
H -1.570362 -1.437760 -0.367476
H -0.982259 0.417852 1.482700
H 1.297575 1.571344 0.802064

Forces on the atoms, in the same order (eV/Å):
0.53 0.25 -0.19
0.55 -1.51 -2.48
-0.42 1.04 1.75
1.62 1.62 0.55
-2.38 -1.50 0.32
0.08 -0.02 -0.09
-0.11 0.04 0.16
0.13 0.08 -0.02

- E_LUMO (alpha / beta) (eV) = -5.095 / -9.725
- orbital gap (alpha / beta) (eV) = 7.52 / 7.08
- ΔE to the lowest compared entry with this formula, charge and spin (kcal per mole) = 1.2
- 2S+1 = 3
- HOMO (alpha / beta) (eV) = -12.6175 / -16.8054
- E (Eh) = -589.09637
- net charge = +1

***

No. 8
Entry from OMol25: a molecular structure, C3H3OY at a distorted geometry (ωB97M-V with the def2-TZVPD basis set).

CARTESIAN COORDINATES (ANGSTROEM)
Y -2.488999 0.402210 0.146204
O -3.968055 -0.418233 1.400127
C 0.852107 -0.833104 -0.252951
C 1.267766 0.587905 -0.223432
C -0.169286 -0.007740 -0.214435
H 1.603122 1.101483 -1.137133
H 1.703513 1.019388 0.690398
H 1.199831 -1.851911 -0.408779

Forces on the atoms, in the same order (eV/Å):
0.58 -0.60 0.42
1.28 0.46 -0.88
-0.03 0.25 -0.53
0.33 0.42 -0.05
-1.65 -0.22 0.76
-0.09 -0.37 0.34
-0.29 -0.29 -0.31
-0.12 0.34 0.25

- E_LUMO (alpha / beta) (eV) = -6.442 / -7.111
- orbital gap (alpha / beta) (eV) = 6.69 / 5.99
- 2S+1 = 2
- HOMO (alpha / beta) (eV) = -13.1270 / -13.1049
- E (Eh) = -229.20359
- net charge = +1